(1)
Entry from OMol25: a cluster of 3 separate species, C4H12NO2 in total (ωB97M-V/def2-TZVPD).

Properties
total charge = +1
lowest unoccupied orbital energy = -4.77 eV

Last column: Mulliken charge in e.
Cartesian coordinates (Å):
1 C -1.2429 1.5366 -0.5462  -1.272
2 C -1.1893 0.1002 -0.0899  0.894
3 C -2.1653 -0.7845 -0.2185  -0.893
4 C 0.1842 0.6747 1.8179  -0.257
5 N -0.2592 -0.1996 1.0001  0.124
6 H -0.4489 1.7555 -1.2425  0.236
7 H -1.3374 2.2589 0.2603  0.461
8 H -2.1753 1.5979 -1.1193  0.329
9 H -2.1230 -1.7478 0.2893  0.248
10 H -3.1583 -0.6491 -0.6283  0.282
11 H 0.9482 0.3617 2.5173  0.292
12 H -0.1521 1.6853 1.6940  0.227
13 H 0.0943 -1.1461 1.1384  0.334
14 H 1.4820 1.5255 -1.4640  0.304
15 H 2.2998 0.4228 -1.8921  0.301
16 O 1.3662 0.6688 -1.8813  -0.606
17 H 1.7216 -2.5341 -0.0689  0.319
18 H 3.0652 -2.0390 0.4857  0.312
19 O 2.1433 -1.7826 0.3504  -0.634

***

(2)
Entry from OMol25: the ion C4H12NO2 with charge +1 (ωB97M-V/def2-TZVPD).

Properties
total charge = +1
lowest unoccupied orbital energy = -2.94 eV
SMILES = CO[C@H](O)[NH+](C)C

Last column: Mulliken charge in e.
Cartesian coordinates (Å):
1 C 0.3355 -2.0717 -0.0229  -0.876
2 C 0.0168 -0.3226 -1.7158  -0.934
3 C -0.6768 2.5003 1.3333  -0.672
4 C 0.1763 0.2851 0.6131  0.316
5 N -0.3670 -0.7703 -0.3488  -0.130
6 O 1.5301 0.1283 0.3992  -0.477
7 O -0.3256 1.5851 0.2797  -0.320
8 H 0.4848 -2.7438 -0.8221  0.394
9 H 1.2976 -1.7319 0.3402  0.366
10 H -0.1092 -2.6249 0.8359  0.341
11 H 1.0139 -0.4092 -1.8507  0.395
12 H -0.5475 -0.7882 -2.5503  0.344
13 H -0.3274 0.7711 -1.7463  0.384
14 H -0.9407 2.0276 2.2807  0.363
15 H -1.5716 3.0425 0.9714  0.242
16 H 0.1725 3.1763 1.2568  0.281
17 H -0.2676 0.0733 1.7012  0.332
18 H -1.3217 -1.0309 -0.2517  0.336
19 H 1.9819 0.8922 0.6549  0.314

***

(3)
Entry from OMol25: a cluster of 3 separate species, C4H12NO2 in total (ωB97M-V/def2-TZVPD).

Properties
total charge = +1
lowest unoccupied orbital energy = -4.34 eV

Last column: Mulliken charge in e.
Cartesian coordinates (Å):
1 C -1.1227 1.9959 1.1877  -1.291
2 C -0.2359 0.8008 1.3117  0.602
3 C 0.8377 0.7241 2.0769  -0.908
4 C -0.6474 -1.4325 0.5603  -0.131
5 N -0.4801 -0.2090 0.2816  0.062
6 H -1.3289 2.4726 2.1404  0.411
7 H -0.7198 2.7369 0.4929  0.315
8 H -2.0937 1.7493 0.7771  0.376
9 H 1.4826 -0.1326 2.0959  0.325
10 H 1.1081 1.5467 2.7245  0.291
11 H -1.0154 -2.1356 -0.1600  0.282
12 H -0.3980 -1.7300 1.5685  0.323
13 H -0.4352 0.1861 -0.6600  0.346
14 H 1.0886 0.7133 -3.1887  0.324
15 H 2.0751 0.3189 -2.1732  0.322
16 O 1.1855 0.0681 -2.4728  -0.644
17 H 0.7472 -2.0549 -2.4996  0.292
18 H -0.1657 -3.2326 -2.2189  0.315
19 O 0.1180 -2.3855 -1.8441  -0.613

***

(4)
Entry from OMol25: a structure of composition C4H12NO2P (ωB97M-V/def2-TZVPD).

Properties
lowest unoccupied orbital energy (alpha / beta) = 0.47 / -3.30 eV
multiplicity = 3
expectation value of S² = 2.0077

Last column: Mulliken charge in e.
Cartesian coordinates (Å):
1 C -1.4233 -0.3491 2.8974  -1.438
2 C -1.5650 -0.5640 0.3501  -1.079
3 C 0.9387 0.3238 -3.4469  -0.909
4 C -0.9860 -0.0523 1.6398  1.008
5 N 0.2254 0.6800 1.5346  -0.342
6 O 2.7130 -0.4812 2.2694  -0.483
7 O 2.7007 0.7339 0.0254  -0.481
8 P 2.0920 -0.4123 0.7367  0.380
9 H 1.4981 -0.5423 -3.6212  0.270
10 H -2.2685 -0.8772 3.0832  0.402
11 H -0.8952 0.0064 3.7615  0.260
12 H -1.2943 -0.0364 -0.5837  0.263
13 H -1.3088 -1.5337 0.1622  0.314
14 H -2.6871 -0.5809 0.6146  0.303
15 H 0.5801 0.5762 -2.4231  0.094
16 H 1.4172 1.2377 -3.8955  0.236
17 H 0.0702 0.0557 -4.0522  0.304
18 H 0.4164 1.0973 2.3571  0.247
19 H 0.1463 1.5016 0.9238  0.314
20 H 2.2010 -1.2444 2.7448  0.336

***

(5)
Entry from OMol25: a cluster of 2 separate species, C4H12NO3 in total (ωB97M-V/def2-TZVPD).

Properties
total charge = -1
lowest unoccupied orbital energy = 3.76 eV

Last column: Mulliken charge in e.
Cartesian coordinates (Å):
1 C -1.8107 0.8146 1.5015  -0.695
2 O -1.5622 1.9792 2.2761  -0.565
3 C -0.7255 0.5708 0.4485  0.328
4 C -0.8839 -0.8471 -0.1301  -0.802
5 C 0.2066 -1.1488 -1.1975  -0.587
6 O 1.5169 -0.9181 -0.8957  -0.900
7 N 0.5526 0.6940 1.1730  -0.823
8 H -1.7779 -0.0221 2.1896  0.247
9 H -2.8295 0.8867 1.1156  0.304
10 H -0.6081 2.1111 2.2772  0.363
11 H -0.7321 1.2697 -0.3803  0.380
12 H -0.7920 -1.5458 0.6907  0.360
13 H -1.8325 -1.1224 -0.6021  0.359
14 H 0.0605 -2.2200 -1.4745  0.217
15 H -0.0899 -0.5557 -2.0952  0.250
16 H 1.2323 0.7287 0.4613  0.343
17 H 0.7595 -0.2337 1.5346  0.251
18 H 2.4771 -0.5222 -1.9465  0.485
19 H 3.7139 0.3362 -2.2377  0.243
20 O 3.1249 -0.2552 -2.7083  -0.757

***

(6)
Entry from OMol25: a cluster of 2 separate species, C4H12NO3 in total (ωB97M-V/def2-TZVPD).

Properties
total charge = -1
lowest unoccupied orbital energy = 4.04 eV

Last column: Mulliken charge in e.
Cartesian coordinates (Å):
1 C 1.1666 0.6645 -0.0454  -0.774
2 C 0.7785 0.1417 -1.4641  0.324
3 C 0.8767 1.4615 -2.3916  -1.249
4 O -0.5489 -0.2760 -1.5010  -0.626
5 N 1.1065 -0.3651 0.9764  -0.379
6 C -0.2096 -1.0479 1.2880  -0.411
7 O -1.3386 -0.3716 0.9334  -1.027
8 H 0.5337 1.5437 0.1255  0.314
9 H 2.1925 1.0130 -0.2082  0.373
10 H 1.3609 -0.6136 -2.0009  0.291
11 H 1.6477 1.3293 -3.1447  0.277
12 H -0.0773 1.3787 -2.9176  0.314
13 H 0.9103 2.3580 -1.7917  0.371
14 H -1.0103 -0.3696 -0.5666  0.455
15 H 1.4816 -0.0748 1.8700  0.267
16 H -0.1793 -1.1172 2.3972  0.313
17 H -0.1557 -2.0630 0.8530  0.155
18 H -3.2500 -0.7381 2.9881  0.267
19 H -2.3890 -1.2737 1.8897  0.446
20 O -2.8963 -1.5799 2.7104  -0.700